Here is an isolated ion of composition C4H6FN2 and charge +1 from the OMol25 dataset. Energies are from ωB97M-V with the def2-TZVPD basis set.

Its energy relative to the best compared isomer or geometry (same formula, charge and spin) is 258.38 kJ/mol. The SMILES is C=[NH+]/C=N\C=C/F. As for the LUMO energy (alpha / beta): -6.33 / -6.33 eV. The gap between HOMO and LUMO (alpha / beta) is 7.6 / 7.6 eV. Its charge is +1. For the HOMO energy (alpha / beta), the calculation gives -0.5111 / -0.5111 Eh. As for the spin multiplicity: 1.

The geometry in XYZ format:
```
13
Properties=species:S:1:pos:R:3:nbo_charge:R:1
C -0.9734 0.8865 0.4363 0.173
N -1.3302 0.0265 -0.4932 -0.458
C -0.6723 -1.1637 -0.7124 0.235
N 0.4202 -1.5624 -0.2421 -0.329
C 1.4610 -0.8465 0.3874 -0.162
C 1.9665 0.3214 -0.0661 0.232
F 1.1838 1.1032 -0.8827 -0.339
H -1.6286 1.7145 0.4929 0.243
H -0.0426 0.6511 0.8441 0.240
H -2.1962 0.1619 -1.0756 0.462
H -1.2587 -1.9459 -1.3594 0.235
H 1.9770 -1.3578 1.1905 0.260
H 2.7627 0.8564 0.2921 0.209
```

Here is one molecule with the formula C4H6FN3 from the OMol25 dataset. Energies are from ωB97M-V with the def2-TZVPD basis set.

Its energy relative to the best compared isomer or geometry (same formula, charge and spin) is 269.61 kJ/mol. The SMILES is [H]/N=C1/[C@H](F)C=NN1C. As for the LUMO energy: 0.66 eV. The gap between HOMO and LUMO is 9.7 eV. Its charge is 0. For the HOMO energy, the calculation gives -0.3325 Eh. As for the spin multiplicity: 1.

The geometry in XYZ format:
```
14
Properties=species:S:1:pos:R:3:nbo_charge:R:1
H -1.3258 -1.0199 -1.7988 0.341
N -0.5651 -0.4430 -1.9908 -0.617
C -0.1005 0.0263 -0.9291 0.419
C 1.2937 0.7992 -0.8571 0.094
F 2.2002 -0.3237 -1.2389 -0.372
C 1.3163 1.3435 0.5921 -0.036
N 0.3795 0.7581 1.1740 -0.194
N -0.3208 -0.2415 0.5346 -0.306
C -1.3787 -1.0820 1.1813 -0.424
H 1.4037 1.5810 -1.5967 0.196
H 1.9333 2.2112 0.9679 0.225
H -1.2888 -0.7386 2.2186 0.241
H -2.4447 -0.6951 0.7724 0.204
H -1.1024 -2.1755 0.9706 0.227
```

Taking the records one at a time from the top gives F_max values of 0.0840, 0.0917 Eh/bohr.